ORCA calculation (ωB97M-V/def2-TZVPD) on a 2-piece molecular cluster, C4H12O2S overall.

Each line ends with the Löwdin spin population.
Element x y z (Å)
C -1.96 0.56 -0.18  0.0038
O -1.68 0.90 1.17  0.0019
C -1.50 1.69 -1.12  0.0081
C 0.05 1.61 -1.37  0.0426
C 0.83 1.17 -0.09  0.0988
S 2.61 0.98 -0.31  0.7842
H -2.93 0.17 -0.52  0.0004
H -1.46 -0.42 -0.27  0.0018
H -2.24 1.60 1.51  0.0000
H -2.05 1.65 -2.08  0.0024
H -1.67 2.68 -0.71  0.0003
H 0.32 0.86 -2.13  0.0005
H 0.35 2.58 -1.74  0.0012
H 0.62 0.11 0.12  0.0322
H 0.55 1.68 0.82  -0.0005
H 2.40 -0.04 -1.18  0.0222
H 1.95 -5.60 3.01  0.0000
H 3.25 -6.30 2.76  0.0000
O 2.53 -5.86 2.30  0.0000

## Properties
**Spin multiplicity**: 2
**Energy relative to the best compared isomer or geometry (same formula, charge and spin)**: 68.8 kJ/mol
**HOMO (spin up / spin down)**: -13.49 / -13.49 eV
**Charge**: +1
**Molecular weight**: 124.20 g mol⁻¹